(1)
Formula: C31H55Cl16NOPS3
Source: OMol25
Level of theory: the ωB97M-V functional and the def2-TZVPD basis

Structure (XYZ):
```
108
C31H55Cl16NOPS3 the ωB97M-V functional and the def2-TZVPD basis
C 6.045 0.095 3.078
C 7.214 0.435 2.139
C 6.947 0.005 0.679
C 7.354 1.070 -0.326
C 6.498 2.343 -0.254
C 6.088 2.914 -1.607
C 5.233 1.995 -2.480
C 3.772 2.056 -2.102
N 2.880 1.266 -2.982
C 3.287 -0.153 -3.170
C 2.920 -1.174 -2.098
C 3.632 -1.047 -0.728
C 2.708 -0.679 0.465
C 3.382 0.217 1.527
C 2.504 1.319 2.146
C 3.049 2.751 1.963
C 3.593 3.348 3.258
C 1.539 1.432 -2.757
S 0.355 0.644 -3.592
S 1.054 2.595 -1.506
C -0.543 3.202 -2.056
C -1.519 3.099 -0.885
C -2.848 3.805 -1.133
S -4.307 2.734 -1.404
C -4.102 2.040 -3.059
C -3.112 0.876 -3.151
C -3.579 -0.309 -3.881
O -2.624 0.650 -4.412
P -4.138 1.200 0.106
C -4.764 -0.391 -0.559
C -3.696 -1.484 -0.285
C -5.164 1.789 1.514
C -6.600 1.243 1.584
H 5.361 0.937 3.182
H 6.398 -0.154 4.077
H 5.474 -0.761 2.720
H 8.095 -0.081 2.507
H 7.353 1.513 2.168
H 7.476 -0.927 0.482
H 5.884 -0.238 0.604
H 7.398 0.651 -1.331
H 8.386 1.331 -0.087
H 7.103 3.111 0.228
H 5.648 2.192 0.416
H 5.571 3.862 -1.442
H 7.002 3.130 -2.160
H 5.598 0.979 -2.325
H 5.402 2.232 -3.528
H 3.655 1.828 -1.040
H 3.464 3.095 -2.204
H 4.351 -0.241 -3.358
H 2.796 -0.471 -4.085
H 3.236 -2.129 -2.520
H 1.846 -1.264 -1.958
H 4.064 -2.017 -0.490
H 4.467 -0.349 -0.789
H 1.789 -0.248 0.066
H 2.430 -1.627 0.925
H 3.769 -0.441 2.303
H 4.250 0.684 1.058
H 1.467 1.248 1.825
H 2.489 1.152 3.224
H 2.239 3.400 1.628
H 3.817 2.790 1.191
H 2.819 3.425 4.017
H 3.933 4.365 3.054
H 4.456 2.794 3.621
H -0.413 4.259 -2.294
H -0.906 2.705 -2.952
H -1.627 2.065 -0.569
H -1.045 3.615 -0.049
H -2.841 4.444 -2.014
H -3.136 4.404 -0.274
H -3.680 2.840 -3.664
H -5.057 1.697 -3.434
H -2.456 0.702 -2.300
H -3.099 -1.262 -3.715
H -4.465 -0.236 -4.497
H -5.682 -0.688 -0.054
H -4.992 -0.354 -1.621
H -3.883 -1.921 0.692
H -3.682 -2.232 -1.067
H -2.717 -1.011 -0.226
H -5.216 2.874 1.393
H -4.606 1.619 2.429
H -6.984 0.986 0.599
H -6.611 0.328 2.167
H -7.286 1.971 2.005
C -7.156 -2.757 3.614
Cl -8.092 -4.183 3.189
Cl -5.924 -2.483 2.357
Cl -8.217 -1.346 3.704
Cl -6.342 -2.998 5.153
C -3.995 -5.832 -1.750
Cl -4.806 -4.798 -0.557
Cl -3.674 -4.887 -3.212
Cl -2.473 -6.407 -1.073
Cl -5.028 -7.204 -2.144
C -2.097 -4.109 4.165
Cl -0.452 -3.493 3.988
Cl -2.778 -4.430 2.562
Cl -2.074 -5.603 5.099
Cl -3.093 -2.909 4.999
C -9.193 -7.408 0.666
Cl -8.908 -8.122 2.254
Cl -7.704 -6.634 0.103
Cl -9.672 -8.665 -0.473
Cl -10.480 -6.200 0.790
```

Calculated values
net charge	+1
HOMO	-10.35	eV
E_LUMO	-0.0906	Ha


(2)
Formula: C5H8O
Source: OMol25
Level of theory: the ωB97M-V functional and the def2-TZVPD basis

Structure (XYZ):
```
14
C5H8O the ωB97M-V functional and the def2-TZVPD basis
C 0.716 0.297 1.321
C -0.341 -0.745 0.888
C -0.188 -0.210 -0.521
C 1.109 0.505 -0.168
C -1.229 0.175 -1.473
O -0.471 -1.020 -1.623
H 1.505 -0.057 1.985
H 0.249 1.186 1.752
H 0.042 -1.772 0.922
H -1.334 -0.718 1.345
H 1.971 -0.097 -0.463
H 1.239 1.532 -0.525
H -2.285 0.079 -1.162
H -0.985 0.843 -2.278
```

Calculated values
SMILES	C1CC2(C1)CO2
HOMO	-10.02	eV
E_LUMO	0.0398	Ha


(3)
Formula: C5H19BClN5O11P
Source: OMol25
Level of theory: the ωB97M-V functional and the def2-TZVPD basis

Structure (XYZ):
```
43
C5H19BClN5O11P the ωB97M-V functional and the def2-TZVPD basis
O 0.226 -1.285 1.353
P -0.539 -0.441 0.352
B -2.446 -0.808 0.255
Cl -3.458 0.762 0.660
H 0.036 -0.716 -0.896
H -0.284 0.931 0.542
H -2.700 -1.677 1.053
H -2.711 -1.170 -0.867
C 0.067 -4.462 0.101
N -1.023 -4.316 -0.906
O -1.841 -5.216 -1.016
O -1.022 -3.273 -1.517
H -0.048 -5.418 0.597
H 1.009 -4.398 -0.434
H -0.030 -3.624 0.792
C 3.223 2.156 -1.068
N 2.003 1.483 -1.598
O 2.156 0.439 -2.203
O 0.942 2.029 -1.382
H 4.083 1.554 -1.335
H 3.267 3.143 -1.517
H 3.106 2.231 0.008
C -5.079 3.927 1.387
N -5.705 5.249 1.099
O -5.114 6.256 1.441
O -6.784 5.240 0.534
H -4.134 4.094 1.888
H -5.767 3.372 2.015
H -4.932 3.411 0.444
C 4.161 -1.956 -4.321
N 5.458 -1.532 -3.717
O 6.485 -1.958 -4.215
O 5.400 -0.784 -2.763
H 4.379 -2.614 -5.152
H 3.589 -2.461 -3.549
H 3.642 -1.061 -4.644
C 0.324 -0.169 4.231
N -0.269 1.153 3.903
O 0.372 2.162 4.171
O -1.362 1.141 3.376
H 1.292 0.000 4.691
H -0.363 -0.661 4.913
H 0.392 -0.736 3.290
```

Calculated values
net charge	-1
HOMO	-5.22	eV
E_LUMO	0.0664	Ha


(4)
Formula: C15H27N2
Source: OMol25
Level of theory: the ωB97M-V functional and the def2-TZVPD basis

Structure (XYZ):
```
44
C15H27N2 the ωB97M-V functional and the def2-TZVPD basis
C 4.923 -0.967 0.272
C 4.104 0.395 0.022
C 2.848 0.196 -0.983
C 1.910 1.503 -0.932
C 0.611 1.330 0.032
C -0.439 2.460 -0.416
C -1.664 2.676 0.597
C -2.497 1.347 0.947
C -3.473 0.833 -0.223
C -2.749 -0.003 -1.391
C -2.946 -1.612 -1.169
C -1.879 -2.013 -0.018
C -0.400 -2.400 -0.418
C 0.571 -2.732 0.775
C -0.107 -2.620 2.206
N -1.452 -2.284 2.442
N -2.196 -2.002 1.379
H 5.282 -0.954 1.362
H 5.850 -1.074 -0.407
H 4.221 -1.855 0.113
H 3.707 0.884 0.974
H 4.836 1.123 -0.501
H 3.309 0.172 -2.047
H 2.298 -0.796 -0.846
H 1.490 1.694 -1.995
H 2.553 2.394 -0.625
H 0.986 1.450 1.120
H 0.217 0.259 -0.048
H -0.844 2.179 -1.446
H 0.137 3.448 -0.467
H -1.219 3.048 1.600
H -2.388 3.495 0.242
H -1.760 0.566 1.336
H -3.181 1.614 1.844
H -3.995 1.753 -0.674
H -4.233 0.111 0.271
H -1.606 0.162 -1.322
H -3.079 0.287 -2.447
H -2.711 -2.189 -2.136
H -4.019 -1.874 -0.846
H -0.061 -2.416 -1.504
H 1.668 -3.011 0.626
H 0.564 -2.834 3.115
H -3.185 -1.742 1.585
```

Calculated values
SMILES	CCCCCCCCCCCc1cccn[nH+]1
net charge	+1
HOMO	-13.14	eV
E_LUMO	-0.1891	Ha


(5)
Formula: C3H10N2O
Source: OMol25
Level of theory: the ωB97M-V functional and the def2-TZVPD basis

Structure (XYZ):
```
16
C3H10N2O the ωB97M-V functional and the def2-TZVPD basis
C -1.754 0.311 1.038
C -1.018 -0.909 -1.080
C -0.886 0.291 -0.185
N 2.261 0.492 -0.177
N 2.060 -0.710 0.522
O -0.170 1.259 -0.491
H -1.479 -0.489 1.725
H -1.664 1.269 1.545
H -2.793 0.155 0.749
H -0.307 -0.847 -1.898
H -0.845 -1.824 -0.522
H -2.028 -0.945 -1.491
H 2.657 0.221 -1.081
H 2.889 1.194 0.265
H 1.773 -0.470 1.474
H 1.306 1.003 -0.394
```

Calculated values
HOMO	-6.77	eV
E_LUMO	0.0319	Ha


(6)
Formula: C8H19AgCl3O5P
Source: OMol25
Level of theory: the ωB97M-V functional and the def2-TZVPD basis

Structure (XYZ):
```
37
C8H19AgCl3O5P the ωB97M-V functional and the def2-TZVPD basis
Ag -1.673 -0.721 3.058
C 1.387 0.777 2.551
O 0.556 -0.049 3.254
H 0.769 1.361 1.854
H 1.740 1.584 3.216
H 2.279 0.334 2.116
C -3.373 -3.563 -2.585
C -3.023 -2.616 -1.468
O -1.663 -2.141 -1.680
P -1.059 -1.048 -0.706
O -1.376 -1.068 0.732
O 0.507 -1.121 -1.049
C 1.340 -2.036 -0.315
C 2.793 -1.653 -0.498
O -1.531 0.283 -1.449
C -1.198 1.574 -0.989
C 0.130 2.046 -1.591
H -3.533 -3.053 -3.536
H -2.649 -4.364 -2.718
H -4.340 -4.030 -2.382
H -3.680 -1.748 -1.463
H -3.079 -3.143 -0.516
H 1.064 -2.022 0.746
H 1.154 -3.055 -0.669
H 3.438 -2.366 0.011
H 3.039 -1.563 -1.554
H 2.981 -0.677 -0.045
H -1.961 2.324 -1.215
H -1.225 1.685 0.107
H 0.571 3.011 -1.349
H 0.875 1.260 -1.515
H -0.066 2.149 -2.665
C 2.138 4.619 2.932
Cl 3.868 4.478 2.911
Cl 1.511 4.735 1.251
Cl 1.645 6.052 3.834
H 1.647 3.770 3.385
```

Calculated values
spin multiplicity	2
net charge	+1
HOMO (spin up / spin down)	-13.40 / -13.40	eV
E_LUMO (spin up / spin down)	-0.1786 / -0.2273	Ha


(7)
Formula: C4H10N
Source: OMol25
Level of theory: the ωB97M-V functional and the def2-TZVPD basis

Structure (XYZ):
```
15
C4H10N the ωB97M-V functional and the def2-TZVPD basis
C 0.136 -2.171 -0.440
C 0.439 -0.864 -1.180
C -0.234 0.360 -0.617
C 0.303 1.089 0.388
N -0.491 1.589 1.527
H 0.409 -2.190 0.627
H -0.914 -2.383 -0.593
H 0.708 -2.919 -0.987
H 1.517 -0.622 -1.056
H 0.168 -0.895 -2.238
H -1.123 0.731 -1.128
H 1.261 1.624 0.364
H -0.904 0.785 2.008
H -1.327 2.154 1.268
H 0.009 2.111 2.248
```

Calculated values
SMILES	CC/C=C/[NH3+]
net charge	+1
HOMO	-13.77	eV
E_LUMO	-0.1672	Ha


(8)
Formula: C44H40F5N2O3Si
Source: OMol25
Level of theory: the ωB97M-V functional and the def2-TZVPD basis

Structure (XYZ):
```
95
C44H40F5N2O3Si the ωB97M-V functional and the def2-TZVPD basis
C -2.556 -4.024 -5.143
N -1.618 -3.814 -4.068
C -1.372 -4.799 -3.153
O -1.943 -5.879 -3.081
C -0.281 -4.251 -2.207
C 1.021 -5.043 -2.379
C 0.814 -6.495 -2.056
C 0.717 -7.466 -3.056
F 0.848 -7.092 -4.356
C 0.408 -8.796 -2.775
F 0.280 -9.696 -3.769
C 0.241 -9.193 -1.445
F -0.048 -10.473 -1.155
C 0.379 -8.256 -0.421
F 0.239 -8.637 0.864
C 0.670 -6.930 -0.738
F 0.757 -6.022 0.275
N -0.222 -2.844 -2.582
C 0.454 -1.932 -1.854
C 0.595 -0.615 -2.238
C 0.834 0.435 -1.229
C 1.602 1.675 -1.739
C 2.566 2.335 -0.942
C 2.972 3.630 -1.291
C 2.471 4.257 -2.439
C 1.587 3.549 -3.290
C 1.216 2.238 -2.956
C -0.940 -2.546 -3.853
C 0.049 -2.278 -5.004
C -1.947 -1.396 -3.710
H -2.865 -5.075 -5.155
H -3.448 -3.390 -5.011
H -2.095 -3.770 -6.111
H -0.628 -4.369 -1.171
H 1.360 -4.948 -3.422
H 1.771 -4.603 -1.706
H 0.913 -2.318 -0.944
H 0.549 -0.348 -3.282
H 1.126 0.090 -0.246
H 2.975 1.850 -0.048
H 3.681 4.174 -0.640
H 2.728 5.300 -2.665
H 1.188 4.016 -4.184
H 0.541 1.686 -3.630
H 0.663 -3.175 -5.170
H -0.525 -2.047 -5.910
H 0.710 -1.438 -4.776
H -2.662 -1.622 -2.906
H -1.443 -0.452 -3.481
H -2.487 -1.278 -4.656
C 3.187 1.130 6.008
C 2.056 1.830 6.462
C 1.148 2.381 5.547
C 1.356 2.239 4.158
Si 0.205 3.047 2.970
C -1.523 3.028 3.586
C -1.973 1.991 4.428
C -3.297 1.971 4.870
C -4.193 2.979 4.505
C -3.733 4.042 3.702
C -2.400 4.071 3.262
C 0.724 4.791 2.644
C 0.789 5.701 3.715
C 1.178 7.033 3.502
C 1.533 7.466 2.208
C 1.484 6.553 1.150
C 1.081 5.230 1.354
O 0.371 2.244 1.412
C -0.494 1.387 0.974
C -0.774 1.092 -0.432
C -2.214 0.577 -0.315
C -2.359 0.081 1.099
O -1.248 0.749 1.824
C 2.491 1.545 3.705
C 3.393 0.995 4.626
H 3.892 0.702 6.716
H 1.879 1.949 7.534
H 0.264 2.925 5.918
H -1.280 1.199 4.740
H -3.626 1.141 5.514
H -5.231 2.954 4.843
H -4.411 4.850 3.421
H -2.037 4.921 2.661
H 0.529 5.370 4.733
H 1.208 7.731 4.335
H 1.843 8.499 2.040
H 1.770 6.872 0.133
H 1.045 4.529 0.508
H -0.621 1.931 -1.143
H -3.002 1.327 -0.519
H -2.335 -0.214 -1.070
H -3.298 0.338 1.577
H -2.172 -0.991 1.113
H 2.674 1.436 2.624
H 4.273 0.454 4.257
```

Calculated values
net charge	+1
HOMO	-10.52	eV
E_LUMO	-0.1209	Ha


(9)
Formula: C22H18Cl5NO4PdS
Source: OMol25
Level of theory: the ωB97M-V functional and the def2-TZVPD basis

Structure (XYZ):
```
52
C22H18Cl5NO4PdS the ωB97M-V functional and the def2-TZVPD basis
Pd -0.623 0.763 0.289
Cl 4.970 0.153 4.608
C 3.412 0.075 3.826
C 3.328 0.129 2.454
C 2.082 0.052 1.859
Cl 1.978 0.110 0.115
C 0.888 -0.068 2.563
O -0.321 -0.158 2.014
C 1.032 -0.116 3.957
Cl -0.409 -0.286 4.922
C 2.262 -0.049 4.584
H 4.219 0.228 1.847
H 2.322 -0.087 5.665
C -4.421 -1.698 0.156
S -2.947 -1.039 0.899
C -3.570 0.640 0.956
O -1.872 -1.069 -0.201
H -5.242 -1.564 0.863
H -4.252 -2.760 -0.027
H -4.604 -1.169 -0.782
H -4.624 0.635 1.243
H -3.450 1.059 -0.035
H -3.002 1.195 1.689
Cl -4.229 3.678 2.616
C -2.592 4.048 3.082
C -1.957 3.139 3.913
C -0.689 3.395 4.403
C -0.063 4.579 4.067
C -0.698 5.469 3.221
Cl 0.142 6.937 2.789
C -1.971 5.241 2.673
N -2.539 6.206 1.821
C -3.131 5.895 0.537
C -4.410 6.364 0.260
C -5.023 6.077 -0.947
C -4.355 5.298 -1.888
C -3.069 4.851 -1.625
C -2.434 5.157 -0.419
C -1.000 4.723 -0.171
C -0.818 3.239 0.028
O -1.065 2.435 -0.941
O -0.404 2.772 1.127
H -2.482 2.236 4.200
H -0.194 2.675 5.044
H 0.929 4.814 4.438
H -1.980 7.037 1.789
H -4.917 6.943 1.020
H -6.024 6.445 -1.149
H -4.830 5.050 -2.831
H -2.535 4.256 -2.361
H -0.586 5.226 0.695
H -0.392 4.988 -1.039
```

Calculated values
HOMO	-8.21	eV
E_LUMO	-0.0403	Ha


(10)
Formula: C17H36Cl2N4O6P3PmS
Source: OMol25
Level of theory: the ωB97M-V functional and the def2-TZVPD basis

Structure (XYZ):
```
70
C17H36Cl2N4O6P3PmS the ωB97M-V functional and the def2-TZVPD basis
Pm 0.426 0.323 0.726
Cl 0.862 -0.053 3.441
C 2.491 0.608 3.541
C 2.872 0.999 4.810
C 4.161 1.407 5.030
C 5.055 1.437 3.945
C 4.609 1.040 2.671
Cl 5.819 0.983 1.490
C 3.295 0.664 2.417
S 2.976 0.181 0.766
H 2.132 0.904 5.588
H 4.499 1.722 6.016
H 6.090 1.652 4.101
C -3.173 0.831 -3.734
N -2.839 -0.083 -2.625
C -3.929 -0.408 -1.679
P -1.309 -0.508 -2.328
O -0.591 0.299 -1.296
O -1.486 -1.953 -1.560
P -0.935 -2.472 -0.108
O -1.232 -1.437 0.925
N -1.584 -3.901 0.218
C -2.769 -4.033 1.098
C -1.362 -5.009 -0.740
N 0.703 -2.556 -0.225
C 1.463 -2.990 1.005
C 1.410 -2.915 -1.443
N -0.377 -0.667 -3.663
C -0.621 -1.628 -4.752
C 0.788 0.172 -3.933
H -3.430 1.799 -3.302
H -4.029 0.464 -4.341
H -2.295 0.952 -4.368
H -4.660 0.410 -1.630
H -3.482 -0.559 -0.670
H -4.468 -1.274 -1.995
H -2.644 -3.402 1.984
H -2.855 -5.083 1.421
H -3.645 -3.778 0.549
H -0.953 -5.896 -0.278
H -0.710 -4.723 -1.556
H -2.291 -5.319 -1.187
H 1.022 -2.461 1.856
H 2.508 -2.697 0.897
H 1.458 -4.056 1.176
H 0.944 -2.479 -2.332
H 1.425 -3.971 -1.633
H 2.421 -2.545 -1.368
H -1.143 -1.154 -5.604
H -1.259 -2.440 -4.448
H 0.292 -2.001 -5.153
H 0.855 0.996 -3.215
H 0.660 0.576 -4.943
H 1.682 -0.428 -4.000
C -1.897 2.655 0.719
O -0.517 2.370 1.132
P 0.630 3.571 1.592
O -0.068 4.853 0.962
C 0.440 5.537 -0.207
O 0.083 3.589 3.106
C 0.724 4.485 4.011
H -2.046 2.199 -0.240
H -2.018 3.740 0.640
H -2.561 2.283 1.501
H 0.684 6.556 0.037
H -0.346 5.549 -0.898
H 1.341 5.061 -0.644
H 1.819 4.457 3.810
H 0.554 4.076 5.014
H 0.333 5.478 3.905
```

Calculated values
spin multiplicity	5
net charge	+2
HOMO (spin up / spin down)	-13.24 / -13.26	eV
E_LUMO (spin up / spin down)	-0.1842 / -0.1768	Ha